The following is a DFT calculation (ωB97M-V/def2-TZVPD) of a structure of composition C45H100B3F12FeN5 in a non-equilibrium geometry.

Values from the calculation:
* strongest force on any atom: 4.66 eV Å⁻¹
* E_HOMO (spin up / spin down): -17.49 / -17.49 eV
* total charge: +4
* multiplicity: 5
* molecular weight: 1027.59 g/mol
* orbital gap (spin up / spin down): 9.7 / 9.2 eV

```
166
C45H100B3F12FeN5 ωB97M-V/def2-TZVPD
H -0.98503 -3.55266 1.62903
C -0.75384 2.78869 7.73559
H -0.18076 3.86005 3.18488
H -1.60162 6.65514 -0.14541
F 0.32930 1.72255 -1.77996
H -7.47714 -5.17989 4.16583
Fe 2.45395 2.22355 -1.36025
H -1.57921 2.13931 2.07357
H -4.52333 5.85848 -5.03388
C -6.60774 -4.61412 4.50071
H 3.37494 -1.05153 1.94971
C 1.78325 -3.71336 0.58440
H 1.35992 2.24190 5.94072
N -2.62483 7.34679 -2.56085
H 8.43729 -1.97472 0.51016
C -4.46628 -3.40606 4.01372
H 3.23934 -4.88055 2.99554
H 4.42464 -2.02729 3.05176
C -3.63267 6.18790 -4.49883
F 1.60099 5.49331 -3.56296
H -1.24074 1.42938 6.09111
H -3.07050 5.49945 -1.70958
N -0.28508 3.14020 5.14516
C -0.11855 -3.53756 -3.34977
H -2.19253 8.77413 -0.87542
F -0.33923 0.44265 -0.00066
C -1.19347 2.50385 6.26829
C -0.01301 -2.51163 -4.51270
H -6.39283 -2.86126 3.27648
H 7.43389 -0.78358 -0.51886
H -5.79075 -4.09906 2.46022
H 1.66470 0.49906 4.05010
H -2.60012 2.10419 8.50313
H 3.49346 -6.22288 -6.51517
N 4.12895 -2.93547 1.04867
F 0.04460 -0.56723 -1.93637
C 1.09764 -2.88005 -5.49018
H -1.73810 -4.53456 0.50073
H -1.51073 -2.05838 2.96546
H -2.97027 7.87855 -5.76407
H -3.64729 -0.65969 0.39488
H 2.64687 -2.02446 -0.37399
H -6.95094 -3.99742 5.33139
H -2.67534 6.32968 -6.32436
H 4.73438 -1.50982 -0.19955
H -2.67829 -4.95937 2.64932
H -1.02739 -5.44596 -3.98410
H 0.53503 -3.26369 -2.52156
H 2.98531 -5.93053 -9.57620
H -1.76566 4.20361 0.34498
C -0.04075 4.62624 5.59515
C 0.08991 1.05053 3.02779
C -0.93319 3.28563 3.72524
C 2.94980 -3.00779 -0.01430
C -3.04510 8.38849 -1.43445
H -3.40049 5.15989 -4.22065
C -1.94866 -3.67272 1.13395
C -1.50922 7.93932 -3.38271
C 7.71340 -1.16107 0.46474
C -4.02191 -1.74765 2.28659
H 4.34749 -5.26098 -8.61928
H 0.20399 -5.63349 -2.86081
H 6.68592 -2.38112 2.00959
H -1.95458 8.90275 -3.63080
C -2.13593 5.97145 -2.01273
H 0.71329 1.41186 2.20990
B 0.43282 0.48822 -1.12381
H -4.66600 6.80674 -2.57727
C -2.07332 -2.48700 3.79485
H -0.07151 4.78271 0.43783
C 6.44513 -1.63106 1.25625
H -0.28794 6.53862 -1.34453
H -1.85670 5.37172 -2.87902
H 5.28654 -4.08685 2.39818
H -1.31128 0.89603 8.49230
H -0.98804 5.03967 5.94130
C 0.98961 -5.34405 -4.71565
C -1.19689 1.96298 3.07898
H 3.83451 -6.20400 2.09203
H -0.59787 8.07686 -2.80080
C -5.83796 -3.77266 3.49913
C 4.62947 -4.27414 1.54889
H 0.77173 4.49172 6.30921
C 3.53465 -5.98699 -8.63645
C -3.02068 -4.11373 2.05285
H 5.69613 -2.94507 -0.44399
H 1.05587 -2.32068 -6.42477
F 1.70528 5.63632 -1.34560
C 3.44983 -5.19120 1.97216
H 4.06027 -6.93950 -8.70402
H -2.20859 -0.59823 1.35619
H -0.18783 0.04603 2.70850
H -6.01237 -5.30696 5.09535
H -0.08663 -3.86647 -7.63673
H 2.02417 -5.26658 -4.38129
C 2.13841 -5.17086 1.15379
H 5.23978 -4.62888 0.71836
H -3.53210 9.23529 -1.91804
H 1.32284 -3.05162 1.31804
C -1.13956 6.02151 -0.90246
C -2.67064 6.89797 -5.39424
F 2.40226 3.53368 2.15441
H 1.68365 3.04225 4.30130
H -4.28937 8.12786 -3.54335
F 3.54746 5.33733 -2.76349
H -3.30628 -2.94039 -0.26866
B 2.24958 5.07672 -2.51746
H -1.29640 2.09823 9.67342
H 3.36340 -3.58020 -0.84460
H 2.06507 -2.69926 -5.02168
H 1.32506 -5.54877 1.77326
F 1.79789 0.34685 -0.87315
H 0.34773 5.12153 4.70529
H 1.91241 -6.55880 -7.36451
F 1.50204 2.61783 0.30225
C 0.75589 1.01428 4.36107
F 3.38386 1.79212 1.16558
H 2.30223 -5.76216 0.25288
H -1.11298 -4.21479 -6.25414
H -1.64909 -3.48512 3.90382
H -3.90529 -4.36784 1.46890
C 2.33323 -4.48802 -6.94304
H 8.21032 -0.35514 1.00479
C 3.66496 -2.05207 2.27048
C 5.31791 -2.26834 0.32223
N -3.35844 -2.94689 2.99398
H -4.17878 -1.02241 3.08504
H -0.61640 7.72397 -5.31369
C -3.91096 7.13743 -3.29046
H -1.74489 4.00620 3.82532
C -0.27394 -4.58791 -6.84140
H -0.43078 -5.61974 -7.15579
H -0.90313 -2.46782 -5.14029
H 0.26092 0.36122 5.07984
H -4.52195 -2.62262 4.76951
C 1.04456 2.40235 4.90974
C -0.92790 4.61779 -0.21601
H 0.81841 -6.36183 -5.06622
H 0.27869 2.53992 7.98075
C -3.03406 -1.25180 1.07418
C -0.06527 -5.01075 -3.71392
H -3.76385 7.92519 -0.75854
C -1.52610 1.95732 8.61726
H 5.93856 -0.78149 1.71422
H -0.89425 3.80876 8.09314
H -1.70389 -2.40230 -0.45272
C -2.47519 -2.53215 0.30643
H 0.22511 -1.48500 -4.23444
H -2.23952 -1.94761 4.72734
H -4.11399 -4.28516 4.55333
C -1.33584 7.20987 -4.67634
C 2.79083 -5.91770 -7.29059
H 2.18197 -3.94927 -7.87843
F 3.21246 3.79661 0.09029
H -0.58061 3.83815 -0.89400
H -4.99329 -2.04881 1.89440
B 2.65180 2.87985 0.97309
H -0.83153 6.25811 -4.50932
H -1.03615 -3.41638 -2.77408
H 3.10406 -3.98832 -6.35634
H -2.24258 2.75700 6.11541
H 1.03451 -3.73302 -0.20750
N 1.02628 -4.37682 -5.97487
H -2.09660 1.45487 3.42600
H 2.75223 -2.52014 2.63915
F 2.15362 3.69670 -2.43268
```